Here is a structure of composition C24H55BBr3CaF2N3NaO10S from OMol25. Energies are from the ωB97M-V functional and the def2-TZVPD basis.

E_LUMO: -4.63 eV
charge: +1
orbital gap: 2.54 eV

Positions of all 101 atoms, in Å:
1 H -2.49779 0.69548 -0.69677
2 S -8.06997 -0.59422 3.34918
3 H 7.78324 5.44979 -4.03676
4 O 1.08429 -2.79810 -1.67969
5 H -1.09148 -0.19155 0.53066
6 O -9.52173 -0.27682 3.39748
7 C -4.33314 0.11143 0.36698
8 C -0.19396 -1.92430 1.41335
9 H -0.15579 -3.81955 -2.95320
10 H 2.41215 1.43663 0.64246
11 F -6.58177 0.69397 -2.31864
12 H -0.51917 1.57168 -0.69022
13 H -7.48841 1.05168 1.73958
14 H 2.20623 -0.68081 5.31555
15 O -0.65860 -0.02864 -2.52381
16 C -0.51131 2.25746 0.16347
17 H 8.04242 5.54956 -2.27375
18 O -4.20465 -0.36016 1.47773
19 H -7.90186 -1.34338 5.59942
20 H -0.20630 3.23389 -0.22788
21 Ca 3.34638 1.41962 -2.44607
22 H 1.91821 1.96553 -3.76417
23 H -5.42130 -0.18280 -1.43782
24 C 1.52878 0.21358 -1.41852
25 H -2.14905 1.68516 1.52401
26 H 8.32818 1.81461 -3.00736
27 N 1.09061 -0.03516 -4.01041
28 H -0.11263 -4.51158 -1.33916
29 H 5.58892 -0.35823 3.05377
30 H 1.43357 -3.00782 1.85698
31 O 2.44345 -4.06964 -0.20563
32 F 4.68507 3.39092 -5.65845
33 H 8.99926 3.05585 -4.07897
34 H 1.23999 -4.76715 -2.46820
35 C 7.28074 3.67300 -2.95878
36 C 3.53650 -1.35162 0.61111
37 H 2.38744 -2.15907 5.01031
38 C 8.55220 2.87582 -3.10034
39 C 1.53335 0.86384 0.97928
40 H 1.86867 0.39497 1.91424
41 H 2.50476 -0.34012 -1.72055
42 H 2.41261 1.06737 -5.25408
43 H 1.57073 -1.50132 -5.45817
44 Br -13.19270 1.23157 5.51919
45 H -0.20775 1.29868 2.15271
46 H -11.61718 -0.16665 4.21261
47 H -6.13993 0.72017 2.85068
48 N 1.30694 -2.02182 1.62212
49 H -2.31891 3.32054 0.90446
50 C 0.52108 0.01963 -2.62487
51 N 3.90214 -1.14295 2.01176
52 H 5.37580 0.27016 1.44348
53 H -0.61681 -1.62608 2.37170
54 C 2.18774 0.90177 -4.20240
55 Br -13.75500 -0.86503 3.17967
56 H -6.37187 -0.62988 5.03555
57 C -4.71555 -0.78375 -0.79725
58 C -1.99540 2.31230 0.63782
59 O 6.21247 3.13253 -2.77136
60 B 1.83807 -2.85360 -0.55679
61 C 5.28236 -0.64050 2.04393
62 C -0.27421 -0.86428 0.26671
63 H -2.99908 2.31341 -1.33196
64 H -7.51603 1.73497 3.38396
65 H 2.65016 -5.61371 2.73402
66 C -7.21654 0.87746 2.78005
67 H 5.95908 -1.41163 1.64306
68 H 4.06368 -2.26459 0.27764
69 H -0.61483 -2.85244 1.02522
70 H 0.59110 -2.03220 -4.12494
71 H 1.78023 -4.55358 0.31047
72 H 9.25654 3.15637 -2.31652
73 C 7.38807 5.16924 -3.05965
74 H 3.93000 -0.55408 -0.02963
75 H 3.82235 -2.01147 2.52502
76 C 0.35181 1.78618 1.35155
77 O 2.00247 -4.96903 3.04138
78 H 6.40137 5.61126 -2.94136
79 H 1.61674 -5.37645 3.82549
80 H 3.15319 0.42755 -3.74280
81 H -5.20053 -1.68772 -0.42766
82 H 2.31765 -1.80097 -3.82402
83 O -4.17238 1.45415 0.15331
84 H -0.68752 -1.42905 -0.57066
85 O 2.70890 3.50635 -4.98731
86 C 1.44990 -1.40148 -4.37670
87 Br -12.36766 -1.82892 5.88433
88 H 1.79510 1.33313 -1.39727
89 C 1.13390 -0.29430 -0.01533
90 H 2.24670 3.05144 -5.70616
91 H 0.78783 2.68744 1.80281
92 C -7.45687 -0.52209 5.04037
93 C 2.01295 -1.55429 0.40520
94 C -12.59416 -0.37542 4.63598
95 C -2.89369 1.68753 -0.44236
96 Na 6.13420 3.49389 -7.22657
97 H -3.78805 -1.05861 -1.32097
98 H -7.74151 0.42672 5.49635
99 H 1.49602 -1.53724 2.51251
100 C 0.50523 -4.04282 -2.11226
101 O 2.11348 -1.32760 4.60755

=====

Here is the molecule C5H10N2O from OMol25. Energies are from the ωB97M-V functional and the def2-TZVPD basis.

E_LUMO (spin up / spin down): 0.04 / 0.04 eV
relative energy (zero: lowest compared OMol25 entry of this formula, charge and spin): 5.8707 eV
orbital gap (spin up / spin down): 7.12 / 7.12 eV

Positions of all 18 atoms, in Å:
1 N -1.52219 -1.50375 -0.67568
2 C 0.67532 -0.96115 -0.28576
3 N 1.06775 1.37449 0.30086
4 H 2.14810 -0.79938 1.21479
5 H -1.59753 -0.87732 -1.48302
6 H -0.14477 0.68151 -1.33814
7 H 1.95223 -2.44112 0.53791
8 H -1.11527 -0.11614 1.45128
9 C 1.96623 -1.37758 0.30859
10 H 2.78993 -1.17051 -0.37994
11 C -2.15191 1.27415 0.26626
12 H 0.54827 2.20776 0.55260
13 H -2.24708 1.78047 -0.68693
14 C 0.14772 0.42211 -0.30152
15 O -0.16998 -1.89247 -0.58058
16 C -1.20090 0.33186 0.46603
17 H 1.80184 1.63889 -0.34450
18 H -2.94777 1.42817 0.97776